[1]
An isolated molecule of C3H10N2, computed with ωB97M-V/def2-TZVPD.

Output
* relative energy (zero: lowest compared OMol25 entry of this formula, charge and spin): 41.9 kcal/mol
* structure (SMILES): NCCCN
* net charge: 0
* calculated total energy: -6251.612 eV
* Kohn-Sham gap: 9.7 eV
* maximum force: 4.6 eV Å⁻¹
* HOMO level: -8.5 eV

Each line ends with the natural charge from an NBO analysis.
Positions of all 15 atoms, in Å:
N -1.1732 0.3926 2.1242  -0.830
C -0.8854 -0.1001 0.7643  -0.233
C 0.3647 0.5935 0.1859  -0.424
C 0.5086 0.3449 -1.3234  -0.192
N 0.9926 -0.9564 -1.4613  -0.867
H -2.1106 0.2025 2.4327  0.352
H -0.6378 -0.3116 2.6264  0.349
H -1.8882 0.0161 0.2436  0.196
H -0.3877 -1.2316 0.6058  0.182
H 0.2779 1.6606 0.3431  0.197
H 1.3345 0.4181 0.5166  0.198
H 1.2471 1.1124 -1.6488  0.161
H -0.4591 0.4394 -2.0029  0.187
H 0.8539 -1.5709 -2.2018  0.373
H 1.9625 -1.0094 -1.2046  0.351

Cartesian forces, eV/Å:
1.539 -1.508 0.226
1.141 -2.072 -0.788
-3.411 2.273 -2.157
-1.744 1.778 -1.233
1.721 -1.579 1.357
-0.545 -0.098 -0.345
0.098 0.646 1.048
1.810 -0.116 -0.439
-2.441 2.072 0.978
-0.306 0.577 -0.005
1.409 -1.280 1.569
-0.500 -0.240 -0.391
1.751 0.145 1.738
-0.749 -0.418 -1.696
0.226 -0.180 0.140

=====

[2]
A cluster of 2 separate species, C3H10N2 in total, computed with ωB97M-V/def2-TZVPD.

Output
* relative energy (zero: lowest compared OMol25 entry of this formula, charge and spin): 27.5 kcal/mol
* spin multiplicity: 3
* net charge: 0
* calculated total energy: -6247.415 eV
* Kohn-Sham gap (spin up / spin down): 7.0 / 9.3 eV
* <S²>: 2.01
* maximum force: 4.2 eV Å⁻¹
* HOMO level (spin up / spin down): -5.8 / -9.3 eV

Each line ends with the natural charge from an NBO analysis.
Positions of all 15 atoms, in Å:
C 0.0763 0.2013 -1.9892  -0.706
C 0.5422 -1.1848 1.0206  -0.486
C -0.8120 0.5380 -0.8919  -0.321
N -0.0309 0.8985 1.9233  -0.589
N 0.5143 0.2479 0.8970  -0.196
H 1.2238 0.1931 -1.7622  0.207
H -0.0881 -0.6965 -2.4807  0.207
H -0.0043 0.8648 -2.9271  0.209
H -0.5104 -1.5440 0.9720  0.189
H 0.9969 -1.6465 0.0374  0.209
H 1.1817 -1.3538 1.8337  0.210
H -1.2267 1.6014 -0.8050  0.188
H -1.4795 -0.3631 -0.6094  0.163
H 0.3331 1.7382 2.2378  0.373
H -0.7163 0.5055 2.5436  0.344

Cartesian forces, eV/Å:
2.908 2.442 -1.833
-0.954 0.269 -3.493
-3.605 0.124 -1.371
-1.022 -1.948 -0.320
2.117 0.631 1.110
-1.742 0.196 -0.027
-0.565 -2.322 -0.253
0.132 -0.147 1.535
0.551 -0.416 0.964
-0.581 1.083 1.909
0.400 -1.225 1.462
0.688 -1.871 0.140
0.873 1.982 0.028
0.867 1.877 -0.049
-0.066 -0.676 0.198

=====

[3]
A cluster of 2 separate species, C3H10N2 in total, computed with ωB97M-V/def2-TZVPD.

Output
* relative energy (zero: lowest compared OMol25 entry of this formula, charge and spin): 75.6 kcal/mol
* spin multiplicity: 2
* net charge: +1
* calculated total energy: -6241.549 eV
* Kohn-Sham gap (spin up / spin down): 7.0 / 3.2 eV
* <S²>: 0.76
* maximum force: 6.5 eV Å⁻¹
* HOMO level (spin up / spin down): -12.9 / -12.9 eV

Each line ends with the natural charge from an NBO analysis.
Positions of all 15 atoms, in Å:
C 1.8884 -0.2721 0.4475  -0.416
N 2.1285 -0.1024 -0.9370  -0.825
H 2.6393 -1.0996 0.7793  0.220
H 2.0821 0.6128 1.0587  0.181
H 0.8706 -0.7302 0.7521  0.144
H 1.5428 0.6481 -1.3674  0.331
H 3.0465 0.4810 -1.0268  0.370
C -1.5658 1.0388 0.3543  -0.478
C -1.9867 -1.1366 -0.4368  0.012
N -1.7385 0.1046 -0.7623  0.082
H -2.3992 1.7046 0.3795  0.262
H -1.4416 0.5006 1.2913  0.270
H -0.6612 1.6675 0.1440  0.281
H -2.1258 -1.9998 -1.2322  0.297
H -2.2793 -1.4172 0.5559  0.268

Cartesian forces, eV/Å:
0.431 -2.414 2.506
1.418 3.085 -2.465
-1.295 1.480 -0.203
-0.209 -0.043 0.218
1.266 0.794 -0.835
-0.117 -0.962 0.531
-1.558 -1.924 0.261
1.689 2.093 -1.462
-0.050 0.765 -5.213
-1.189 -4.622 4.358
-0.672 0.414 -0.089
0.217 -0.274 -0.175
-0.594 -0.535 0.419
0.738 1.892 1.365
-0.074 0.251 0.784

=====

[4]
A cluster of 2 separate species, C3H10N2O in total, computed with ωB97M-V/def2-TZVPD.

Output
* relative energy (zero: lowest compared OMol25 entry of this formula, charge and spin): 20.9 kcal/mol
* structure (SMILES): NC=O.CCN
* net charge: 0
* calculated total energy: -8300.597 eV
* Kohn-Sham gap: 9.7 eV
* maximum force: 1.9 eV Å⁻¹
* HOMO level: -8.8 eV

Each line ends with the natural charge from an NBO analysis.
Positions of all 16 atoms, in Å:
C 2.2239 0.4020 -1.9441  -0.618
C 1.0093 -0.0483 -1.0753  -0.212
N 1.2399 -0.0412 0.3812  -0.859
H 2.6556 1.2410 -1.3998  0.201
H 1.9438 0.5179 -2.9837  0.212
H 3.0135 -0.3487 -1.9570  0.199
H 0.7671 -1.0591 -1.3578  0.175
H 0.2108 0.6773 -1.3746  0.163
H 0.4150 0.3984 0.7840  0.386
H 1.9954 0.5610 0.6936  0.346
C -2.2075 -0.1294 2.1534  0.532
N -3.1269 -0.5489 1.2330  -0.812
O -1.3241 0.6373 1.8169  -0.617
H -2.4539 -0.3767 3.1892  0.118
H -2.6985 -0.5296 0.3155  0.401
H -3.6635 -1.3531 1.5255  0.385

Cartesian forces, eV/Å:
-0.073 -1.093 1.509
0.780 1.171 -0.707
-0.469 0.419 -0.137
-0.008 0.583 -0.776
-0.085 0.683 -0.036
0.018 -0.256 0.182
-0.540 -0.319 -0.250
0.170 -0.806 0.388
0.119 -0.386 0.280
0.186 -0.054 -0.489
-0.301 1.607 -0.887
0.572 -0.577 0.629
0.046 -0.545 0.736
0.232 -0.204 0.233
-0.570 -0.190 -0.189
-0.077 -0.033 -0.486

=====

[5]
A cluster of 2 separate species, C3H10N2O in total, computed with ωB97M-V/def2-TZVPD.

Output
* relative energy (zero: lowest compared OMol25 entry of this formula, charge and spin): 60.6 kcal/mol
* structure (SMILES): C=CN.NCO
* net charge: 0
* calculated total energy: -8298.875 eV
* Kohn-Sham gap: 9.2 eV
* maximum force: 2.8 eV Å⁻¹
* HOMO level: -8.5 eV

Each line ends with the natural charge from an NBO analysis.
Positions of all 16 atoms, in Å:
C 0.7838 0.9934 2.0528  0.005
C 1.3474 1.9630 1.3266  -0.502
N 1.3288 -0.3296 2.1443  -0.825
H 0.1061 1.2769 2.7936  0.192
H 0.9105 2.9060 1.2010  0.201
H 2.3138 1.8827 0.7125  0.190
H -2.1829 -2.4327 -1.1217  0.462
H 1.6683 -0.6103 1.1588  0.363
H 0.7411 -1.0882 2.4715  0.377
N -0.4512 -0.2607 -1.1958  -0.884
C -1.3223 -0.8727 -2.1490  0.090
O -2.4360 -1.6484 -1.6512  -0.739
H -0.1777 0.6955 -1.4844  0.404
H 0.1401 -0.9882 -0.7293  0.368
H -0.9112 -1.4550 -2.9208  0.134
H -1.8583 -0.0318 -2.6088  0.164

Cartesian forces, eV/Å:
2.335 -0.829 -0.561
1.828 -1.135 -1.259
0.518 0.102 -2.727
-1.593 0.037 0.785
-0.678 1.229 0.442
-1.625 -0.503 0.856
0.198 0.790 -0.573
-0.497 0.554 2.342
-0.256 0.565 0.114
-0.177 -1.289 0.246
-2.192 1.295 0.477
0.325 -0.248 0.876
0.435 -1.473 0.895
-0.058 2.006 -0.712
1.218 -0.863 -0.961
0.217 -0.238 -0.239

=====

[6]
An isolated molecule of C3H10N2O, computed with ωB97M-V/def2-TZVPD.

Output
* relative energy (zero: lowest compared OMol25 entry of this formula, charge and spin): 25.1 kcal/mol
* structure (SMILES): NC[C@@H](N)CO
* net charge: 0
* calculated total energy: -8300.417 eV
* Kohn-Sham gap: 10.4 eV
* maximum force: 0.9 eV Å⁻¹
* HOMO level: -9.4 eV

Each line ends with the natural charge from an NBO analysis.
Positions of all 16 atoms, in Å:
N -0.8567 1.5752 0.0553  -0.847
C 0.1202 0.4747 0.1208  -0.077
C -0.2690 -0.5308 1.1777  -0.079
O -0.1431 0.0134 2.5031  -0.725
C 0.2442 -0.1120 -1.3034  -0.218
N 1.1194 -1.2793 -1.3002  -0.830
H -0.9903 2.0888 0.9222  0.366
H -0.4804 2.2310 -0.6283  0.353
H 1.1245 0.8524 0.3335  0.175
H -1.2736 -0.9281 0.9953  0.166
H 0.3968 -1.3947 1.1733  0.184
H -1.0104 0.1883 2.8430  0.467
H -0.7385 -0.2515 -1.7620  0.176
H 0.7585 0.6834 -1.8490  0.185
H 0.6250 -2.1220 -1.0281  0.349
H 1.3732 -1.4888 -2.2532  0.355

Cartesian forces, eV/Å:
0.169 -0.032 -0.477
-0.229 0.249 -0.220
0.185 -0.415 0.386
0.305 -0.051 -0.561
0.143 0.360 0.761
-0.104 -0.329 -0.360
0.372 -0.291 -0.031
-0.386 0.111 0.224
0.095 -0.148 0.410
-0.106 0.265 0.023
0.163 0.118 -0.263
-0.600 0.165 0.250
-0.101 -0.104 0.110
-0.096 -0.148 -0.319
-0.146 0.142 0.331
0.335 0.107 -0.263